[1]
The following is a quantum chemistry calculation of a molecular structure, C42H64F2NPTi in a non-equilibrium geometry, from the Open Molecules 2025 dataset.

As for the expectation value of S²: 0.76. The total energy comes out at -83915.417 eV. Its spin multiplicity is 2. The charge is +1. The HOMO energy (spin up / spin down) is -11.168 / -11.253 eV.

Last column: Mulliken charge in e.
Positions of all 111 atoms, in Å:
1 Ti -9.0504 -12.9991 10.7016  0.90
2 C -5.8302 -9.8517 11.1172  -1.83
3 C -5.9787 -10.6792 9.8280  1.73
4 C -5.1130 -10.0970 8.6702  -1.58
5 C -7.4489 -10.9662 9.5085  0.68
6 C -8.5398 -10.4624 10.2400  -0.96
7 C -9.8752 -10.6565 9.8517  1.71
8 C -10.9467 -9.7455 10.3986  1.37
9 C -10.6557 -9.2215 11.7706  -2.02
10 C -11.2196 -8.5591 9.4380  -1.40
11 C -10.1352 -11.5855 8.7830  0.08
12 C -9.0242 -12.2190 8.0895  2.15
13 C -7.7430 -11.8483 8.5129  -0.95
14 C -9.2047 -12.9875 6.8267  -0.46
15 C -8.4716 -14.3112 6.6821  -1.49
16 C -8.7222 -12.0074 5.6704  -1.25
17 C -11.5544 -11.8091 8.1579  -0.93
18 C -11.7892 -11.0040 7.0100  -0.72
19 C -12.9289 -10.9781 6.2823  -1.26
20 C -13.9027 -11.9386 6.6915  -1.11
21 C -13.7017 -12.7316 7.8095  -1.08
22 C -12.5233 -12.6558 8.5937  0.45
23 P -12.1820 -13.8430 9.9408  1.03
24 C -12.3496 -15.5823 9.0797  2.28
25 C -11.0844 -15.6232 8.1954  -2.09
26 C -13.5495 -15.7306 8.1348  -2.16
27 C -12.3964 -16.8134 9.9851  -1.91
28 C -13.5425 -13.7109 11.2252  1.72
29 C -12.9110 -14.4757 12.4641  -1.62
30 C -13.6378 -12.2301 11.5726  -1.37
31 C -14.9668 -14.2730 10.9395  -1.72
32 H -4.7435 -9.7477 11.3138  0.32
33 H -6.2284 -10.3975 11.9763  0.37
34 H -6.2431 -8.8471 11.0022  0.37
35 H -5.6107 -11.7109 10.0390  -1.19
36 H -5.3242 -9.0529 8.3867  0.36
37 H -5.2342 -10.6715 7.7639  0.32
38 H -4.0767 -10.2247 9.0766  0.42
39 H -8.3893 -9.8421 11.0842  0.72
40 H -11.9071 -10.2954 10.4427  -0.86
41 H -9.9787 -8.3608 11.7501  0.43
42 H -10.2236 -9.9687 12.3287  0.36
43 H -11.4461 -8.8036 12.3757  0.32
44 H -10.2775 -7.9678 9.3618  0.33
45 H -11.9420 -7.8154 9.8912  0.40
46 H -11.5690 -8.8066 8.4330  0.26
47 H -6.8466 -12.3566 8.0713  0.40
48 H -10.2509 -13.1103 6.6939  0.40
49 H -7.3803 -14.0657 6.5361  0.47
50 H -8.8176 -14.7855 5.7672  0.50
51 H -8.5146 -15.0101 7.5097  -0.07
52 H -7.7096 -11.7420 5.9720  0.32
53 H -9.3181 -11.1084 5.7045  0.26
54 H -8.8596 -12.5588 4.7451  0.48
55 H -11.0088 -10.2817 6.8243  0.76
56 H -12.9983 -10.2814 5.4463  0.47
57 H -14.8219 -11.9957 6.1592  0.47
58 H -14.4238 -13.4191 8.1013  0.82
59 H -11.0937 -14.9169 7.3816  0.24
60 H -10.9849 -16.5973 7.7454  0.75
61 H -10.1539 -15.4663 8.8046  0.07
62 H -13.5278 -14.9875 7.3295  0.52
63 H -14.5107 -15.6974 8.6252  0.25
64 H -13.3513 -16.6770 7.5930  0.58
65 H -11.5015 -16.9257 10.5947  0.13
66 H -12.3496 -17.6515 9.3161  0.58
67 H -13.2706 -16.8652 10.5791  0.43
68 H -12.1742 -13.8498 12.8948  0.19
69 H -12.5277 -15.4803 12.2564  0.21
70 H -13.7107 -14.6144 13.1480  0.60
71 H -12.7249 -11.8560 12.0765  0.10
72 H -14.5013 -11.9333 12.1665  0.53
73 H -13.6348 -11.5871 10.6825  0.26
74 H -15.6866 -13.9054 11.7203  0.44
75 H -15.0887 -15.3380 10.9205  0.39
76 H -15.3703 -13.9566 10.0076  0.39
77 F -8.5231 -11.5817 13.2967  -0.34
78 C -9.5373 -12.3350 12.7063  0.37
79 F -9.9214 -13.4690 13.5452  -0.36
80 H -10.3884 -11.6007 12.8687  0.49
81 C -3.3266 -13.8174 8.5536  -2.01
82 C -4.0992 -13.6811 9.8703  1.12
83 C -3.5351 -13.0789 10.9586  -0.87
84 C -4.3454 -12.7053 12.0533  0.57
85 C -3.7775 -11.8875 13.1859  -1.90
86 C -5.6801 -13.1017 12.0363  0.04
87 C -6.2084 -13.7340 10.9385  -0.46
88 C -5.4215 -13.9887 9.8407  -0.60
89 N -7.5376 -14.0877 11.0254  1.27
90 C -7.8046 -15.5189 11.3809  1.39
91 C -6.9004 -16.0212 12.5619  -1.72
92 C -7.5340 -16.4280 10.1335  -1.92
93 C -9.2665 -15.6569 11.7749  -1.16
94 H -3.0310 -12.7908 8.1928  0.31
95 H -3.9196 -14.3229 7.8228  0.40
96 H -2.3818 -14.3343 8.7397  0.48
97 H -2.4591 -12.7401 11.0172  0.33
98 H -4.6195 -11.5153 13.7068  0.43
99 H -3.1378 -11.0833 12.8062  0.42
100 H -3.2211 -12.5609 13.8688  0.39
101 H -6.3631 -12.9051 12.8554  0.48
102 H -5.8984 -14.5420 8.9671  0.20
103 H -5.8210 -16.2328 12.3542  0.30
104 H -7.3135 -16.9851 12.9277  0.44
105 H -6.9697 -15.2940 13.3902  0.36
106 H -6.4558 -16.3979 9.8809  0.44
107 H -8.0568 -16.0310 9.2640  0.24
108 H -7.7370 -17.4768 10.3460  0.45
109 H -9.4774 -15.1653 12.7355  0.33
110 H -9.5720 -16.7125 11.9881  0.74
111 H -9.8709 -15.3032 10.9860  -0.71


[2]
The following is a quantum chemistry calculation of 3 unconnected molecules or ions with the total composition C4H9N3O in a non-equilibrium geometry, from the Open Molecules 2025 dataset.

The total energy comes out at -10803.085 eV. Its spin multiplicity is 1. The HOMO energy is -9.285 eV.

Last column: Mulliken charge in e.
Positions of all 17 atoms, in Å:
1 C -0.9992 0.7520 -2.4795  -0.61
2 C 0.7066 -0.8065 -0.4812  -0.71
3 C -0.3061 0.9933 0.9421  0.00
4 C 0.1826 -0.4633 2.5775  -0.01
5 H -2.0703 0.1918 -1.6626  0.29
6 H -0.4315 -0.1861 -3.5967  0.24
7 H -1.1778 1.8696 -2.9491  0.25
8 H 0.5319 -0.8455 -1.6419  0.14
9 H 1.6907 -0.3352 -0.3786  0.37
10 H 0.7639 -1.7476 0.0649  0.30
11 H -0.5859 1.9150 0.4361  0.39
12 H -0.5468 -1.2155 2.8948  0.34
13 H 1.6874 -1.7429 2.9688  0.26
14 N -0.2928 0.2903 -0.1980  0.05
15 N -0.3826 0.8331 2.2114  -0.52
16 N 1.4154 -0.5906 2.5792  -0.54
17 O -0.1853 1.0883 -1.2871  -0.24


[3]
The following is a quantum chemistry calculation of 2 unconnected molecules or ions with the total composition C21H21NO5 in a non-equilibrium geometry, from the Open Molecules 2025 dataset.

The total energy comes out at -33843.306 eV. Its spin multiplicity is 1. The HOMO energy is -7.230 eV.

Last column: Mulliken charge in e.
Positions of all 48 atoms, in Å:
1 C -3.5347 -1.2011 3.5813  -1.30
2 C -2.4493 -0.1630 3.4742  -0.07
3 O -1.1934 -0.8504 3.2758  -0.36
4 C -0.1780 0.0654 3.1705  0.68
5 N 1.0018 -0.4599 2.8487  -0.46
6 C 2.2234 -0.2568 3.3477  0.65
7 C 2.9753 -1.5627 3.4811  -0.99
8 O 2.7806 0.8163 3.6425  -0.67
9 O -0.4965 1.2640 3.2889  -0.75
10 H -4.4983 -0.6968 3.6394  0.39
11 H -3.5466 -1.8646 2.7140  0.32
12 H -3.4155 -1.8039 4.4860  0.31
13 H -2.6411 0.5052 2.6236  0.26
14 H -2.3981 0.4396 4.3919  0.26
15 H 2.2728 -2.3981 3.4796  0.30
16 H 3.6682 -1.6814 2.6414  0.19
17 H 3.5584 -1.5600 4.4058  0.31
18 C 9.3384 3.3909 -2.5571  -0.81
19 O 8.2650 2.4220 -2.6023  -0.43
20 C 7.1684 2.6571 -1.8367  0.94
21 C 6.1379 1.6878 -1.8905  -0.86
22 C 5.0102 1.8458 -1.1150  -0.52
23 C 4.8530 2.9655 -0.2599  0.34
24 C 3.7081 3.0998 0.5973  1.38
25 O 3.7109 4.2491 1.3314  -0.45
26 C 2.6455 4.5459 2.1610  0.52
27 C 1.6075 3.6159 2.3510  0.65
28 C 0.5490 4.0141 3.2060  -0.47
29 C 0.5420 5.2577 3.8072  -0.83
30 C 1.6117 6.1495 3.6002  -0.30
31 C 2.6753 5.7939 2.7823  -0.81
32 C 1.7086 2.3740 1.6897  -0.48
33 C 2.6962 2.1610 0.7489  -0.93
34 C 5.8718 3.9439 -0.2476  -0.79
35 C 7.0172 3.7991 -1.0080  -0.48
36 H 10.0841 2.9853 -3.2442  0.24
37 H 8.9956 4.3765 -2.9013  0.34
38 H 9.7555 3.4725 -1.5436  0.34
39 H 6.2705 0.8332 -2.5458  0.42
40 H 4.2161 1.1008 -1.1528  0.36
41 H -0.2419 3.2860 3.3797  0.60
42 H -0.2922 5.5418 4.4490  0.42
43 H 1.6069 7.1227 4.0891  0.39
44 H 3.5238 6.4522 2.6081  0.43
45 H 0.9560 1.6322 1.8708  0.66
46 H 2.7286 1.2420 0.1694  0.30
47 H 5.7864 4.8356 0.3704  0.41
48 H 7.7974 4.5613 -0.9664  0.37


[4]
The following is a quantum chemistry calculation of a single C5H12N2 molecule, from the Open Molecules 2025 dataset.

The total energy comes out at -8359.295 eV. As for the SMILES: CCCC/N=C\N. Its spin multiplicity is 1. The HOMO energy is -9.469 eV.

Last column: Mulliken charge in e.
Positions of all 19 atoms, in Å:
1 C -2.9478 -0.7564 -0.3757  -1.15
2 C -2.2373 0.1346 0.6319  -0.34
3 C -0.9809 0.8092 0.0734  -0.46
4 C 0.1235 -0.1765 -0.2653  -0.53
5 N 2.7263 -0.6227 0.7905  -0.61
6 C 2.4256 0.3258 -0.2698  0.01
7 N 1.2944 0.5437 -0.7530  -0.47
8 H -2.3254 -1.6003 -0.6746  0.31
9 H -3.8607 -1.1853 0.0324  0.35
10 H -3.2104 -0.2028 -1.2777  0.29
11 H -2.9151 0.9210 0.9815  0.29
12 H -1.9616 -0.4496 1.5117  0.28
13 H -0.6087 1.5161 0.8148  0.26
14 H -1.2374 1.3802 -0.8234  0.28
15 H -0.1974 -0.8445 -1.0671  0.19
16 H 0.3649 -0.8110 0.5912  0.47
17 H 3.3032 -0.1510 1.4834  0.24
18 H 3.3346 -1.3421 0.4061  0.22
19 H 3.2950 0.8856 -0.6162  0.36


[5]
The following is a quantum chemistry calculation of a single CHN3O molecule in a non-equilibrium geometry, from the Open Molecules 2025 dataset.

The total energy comes out at -7567.788 eV. As for the SMILES: c1nnon1. Its spin multiplicity is 1. The HOMO energy is -12.093 eV.

Last column: Mulliken charge in e.
Positions of all 6 atoms, in Å:
1 C -0.4759 0.4379 -0.3489  0.09
2 N 0.8508 0.5824 -0.3986  -0.28
3 N -0.8375 -0.5833 0.3979  -0.24
4 N 1.3346 -0.4216 0.3684  -0.01
5 O 0.3042 -1.0926 0.8269  0.04
6 H -1.1762 1.0773 -0.8457  0.40